The following is a quantum chemistry calculation of a molecular structure, C7H28CaN13O10 in a non-equilibrium geometry, from the OMol25 dataset.

```
59
Properties=species:S:1:pos:R:3
Ca -0.97 3.10 3.66
N -0.92 0.55 1.15
O -1.68 0.69 0.19
O 0.05 -0.21 1.06
O -1.14 1.14 2.23
C -0.96 -3.08 -0.70
O -1.07 -2.99 0.73
H -1.24 -4.07 -1.03
H -1.61 -2.31 -1.12
H 0.06 -2.87 -1.02
H -0.83 -2.11 1.00
C 2.74 -1.94 -1.59
O 3.37 -2.32 -0.60
N 2.79 -2.54 -2.81
N 1.83 -0.93 -1.49
H 2.29 -2.06 -3.54
H 3.55 -3.16 -3.02
H 1.33 -0.58 -2.28
H 1.85 -0.33 -0.68
C -5.30 0.03 -0.10
O -6.45 -0.27 -0.43
N -4.29 0.03 -1.01
N -4.89 0.36 1.17
H -4.53 -0.44 -1.87
H -3.34 0.22 -0.77
H -3.90 0.40 1.28
H -5.54 0.42 1.93
C 1.36 -2.26 4.44
O 1.66 -2.00 5.60
N 0.27 -1.68 3.82
N 2.05 -3.08 3.60
H 0.42 -1.45 2.85
H -0.34 -1.05 4.30
H 1.75 -3.33 2.68
H 2.88 -3.40 4.09
C -1.94 0.25 -3.70
O -2.50 -0.81 -3.43
N -2.16 0.99 -4.81
N -1.11 0.82 -2.76
H -1.63 1.83 -4.94
H -2.91 0.82 -5.46
H -1.27 0.60 -1.79
H -0.58 1.64 -3.00
C 0.33 3.80 0.50
O 0.25 3.54 1.73
N 1.31 3.26 -0.24
N -0.42 4.74 -0.10
H 1.95 2.60 0.21
H 1.36 3.48 -1.22
H -0.38 4.96 -1.08
H -1.16 5.19 0.40
C 3.48 1.13 0.70
O 3.04 1.99 -0.08
N 2.73 0.36 1.52
N 4.81 0.87 0.77
H 3.23 -0.29 2.10
H 1.73 0.36 1.52
H 5.17 0.13 1.35
H 5.43 1.25 0.08
```

Summary:
Electronic energy ... -65994.2559 eV
Total charge ... +1
LUMO level ... -6.2 eV
Energy above the lowest of the compared OMol25 structures with the same formula, charge and spin ... 7.5493 eV

Results of the Löwdin charge analysis, in e, for atoms 1 through 5:
1. Ca 1.754
2. N -0.509
3. O 0.010
4. O -0.022
5. O -0.188

***

The following is a quantum chemistry calculation of a single C4H8O molecule in a non-equilibrium geometry, from the OMol25 dataset.

```
13
Properties=species:S:1:pos:R:3
C -0.07 -0.66 1.22
C -0.34 -0.35 -0.18
C 0.82 -0.58 -1.16
C -0.83 1.06 -0.14
O -0.40 2.02 0.66
H 0.96 -0.74 1.57
H 0.25 1.58 1.26
H -0.88 -0.83 1.92
H -1.23 -0.89 -0.56
H 0.54 -0.32 -2.19
H 1.10 -1.64 -1.12
H 1.69 0.02 -0.87
H -1.71 1.38 -0.70
```

Summary:
Electronic energy ... -6321.4045 eV
Total charge ... 0
LUMO level (alpha / beta) ... 1.0 / 0.0 eV
Energy above the lowest of the compared OMol25 structures with the same formula, charge and spin ... 3.7634 eV

Results of the Löwdin charge analysis, in e, for atoms 1 through 5:
1. C 0.025
2. C -0.495
3. C -0.072
4. C -0.183
5. O 0.008

***

The following is a quantum chemistry calculation of a molecular structure, C25H50ClIN4O in a non-equilibrium geometry, from the OMol25 dataset.

```
82
Properties=species:S:1:pos:R:3
C -2.63 1.26 2.33
C -2.42 -0.10 1.66
O -1.38 -0.07 0.70
C -0.13 -0.55 1.10
C 0.16 -0.13 2.48
N 0.41 0.32 3.54
C -0.20 -2.11 1.09
C -0.95 -2.66 -0.12
C 1.11 -2.85 1.34
C 1.43 -3.10 2.82
C 0.99 0.07 0.18
I 0.19 1.84 -0.88
C 1.40 -0.79 -0.90
N 1.73 -1.51 -1.76
C 2.21 0.67 0.89
C 3.14 -0.30 1.61
C 4.14 -0.99 0.70
Cl 4.11 0.72 2.75
H -2.67 1.14 3.41
H -3.54 1.70 1.99
H -1.81 1.91 2.09
H -3.32 -0.30 1.11
H -2.33 -0.90 2.39
H -0.83 -2.36 1.93
H -1.93 -2.24 -0.21
H -0.37 -2.61 -1.02
H -1.08 -3.71 0.09
H 1.96 -2.42 0.83
H 0.98 -3.83 0.90
H 1.19 -4.12 3.06
H 0.83 -2.49 3.48
H 2.48 -2.99 3.01
H 2.80 1.14 0.12
H 1.93 1.47 1.54
H 2.63 -1.00 2.25
H 3.72 -1.84 0.19
H 4.54 -0.25 0.01
H 4.96 -1.31 1.32
C -6.40 -0.64 1.03
C -6.41 -0.83 -0.48
N -7.03 -2.07 -0.90
C -6.78 -2.40 -2.29
C -7.34 -1.47 -3.37
C -8.39 -2.28 -0.43
C -9.45 -1.23 -0.78
H -5.96 -1.50 1.53
H -5.82 0.24 1.29
H -7.41 -0.50 1.43
H -5.37 -0.84 -0.82
H -6.88 0.05 -0.95
H -7.14 -3.42 -2.47
H -5.69 -2.46 -2.42
H -8.41 -1.57 -3.48
H -6.89 -1.72 -4.33
H -7.11 -0.42 -3.17
H -8.36 -2.38 0.66
H -8.72 -3.26 -0.78
H -9.09 -0.21 -0.61
H -10.33 -1.38 -0.15
H -9.77 -1.31 -1.82
C 4.23 2.38 -2.04
C 5.49 3.23 -2.08
N 5.97 3.56 -0.75
C 6.99 4.61 -0.75
C 8.32 4.31 -1.44
C 6.22 2.44 0.13
C 7.20 1.35 -0.33
H 3.46 2.84 -1.43
H 3.84 2.26 -3.05
H 4.43 1.38 -1.65
H 5.25 4.16 -2.59
H 6.25 2.72 -2.69
H 7.17 4.90 0.28
H 6.54 5.49 -1.23
H 8.94 3.63 -0.86
H 8.89 5.24 -1.55
H 8.19 3.89 -2.44
H 5.25 1.96 0.34
H 6.54 2.83 1.10
H 7.02 1.05 -1.36
H 7.07 0.46 0.29
H 8.23 1.67 -0.24
```

Summary:
Electronic energy ... -55364.8973 eV
Total charge ... 0
LUMO level ... -0.5 eV

Results of the Löwdin charge analysis, in e, for atoms 1 through 5:
1. C -0.048
2. C -0.230
3. O -0.212
4. C -0.434
5. C -0.153

***

The following is a quantum chemistry calculation of 5 unconnected molecules or ions with the total composition C33H77BBrN, from the OMol25 dataset.

```
113
Properties=species:S:1:pos:R:3
C 2.43 0.66 -0.88
C 2.53 1.15 0.56
C 3.80 0.62 1.22
C 2.46 2.69 0.70
B 1.52 3.53 -0.23
Br 2.14 3.90 -2.04
C 0.20 4.23 0.20
C -0.75 3.42 1.10
C -1.59 2.41 0.30
C -1.18 0.95 0.50
C -2.16 -0.04 -0.13
N -2.11 -0.13 -1.59
H 2.56 -0.43 -0.91
H 3.21 1.10 -1.50
H 1.47 0.89 -1.34
H 1.68 0.74 1.11
H 3.71 -0.44 1.46
H 4.66 0.74 0.54
H 4.03 1.16 2.14
H 3.47 3.09 0.55
H 2.20 2.91 1.75
H 0.57 5.12 0.75
H -0.35 4.63 -0.65
H -0.17 2.88 1.86
H -1.41 4.09 1.64
H -1.51 2.65 -0.77
H -2.65 2.51 0.55
H -0.20 0.78 0.05
H -1.08 0.74 1.57
H -3.18 0.22 0.16
H -1.98 -1.04 0.27
H -1.35 -0.72 -1.89
H -1.96 0.78 -2.01
C -3.11 1.92 3.88
C -2.50 2.37 5.20
C -1.13 1.76 5.48
C -1.11 0.23 5.48
C -2.11 -0.42 6.44
C -1.89 -0.06 7.90
H -3.31 0.85 3.88
H -4.06 2.43 3.68
H -2.43 2.13 3.05
H -3.19 2.14 6.02
H -2.40 3.46 5.20
H -0.76 2.14 6.43
H -0.43 2.11 4.72
H -0.10 -0.11 5.74
H -1.31 -0.14 4.47
H -2.06 -1.51 6.32
H -3.13 -0.14 6.15
H -0.88 -0.34 8.22
H -2.60 -0.58 8.55
H -2.00 1.01 8.08
C 5.93 1.57 -7.02
C 4.96 1.59 -5.84
C 4.72 2.99 -5.27
C 5.98 3.68 -4.72
C 6.71 2.89 -3.64
C 5.83 2.56 -2.44
H 6.92 1.92 -6.73
H 6.03 0.57 -7.43
H 5.58 2.22 -7.82
H 5.33 0.93 -5.05
H 4.00 1.18 -6.16
H 3.97 2.93 -4.48
H 4.29 3.62 -6.05
H 5.68 4.65 -4.30
H 6.67 3.90 -5.54
H 7.58 3.47 -3.31
H 7.12 1.96 -4.06
H 5.41 3.46 -2.00
H 6.39 2.04 -1.66
H 5.00 1.91 -2.73
C 1.51 -3.39 -8.88
C 0.51 -3.32 -7.73
C 0.28 -1.90 -7.22
C 1.53 -1.20 -6.69
C 2.26 -1.95 -5.58
C 1.42 -2.17 -4.33
H 2.50 -3.06 -8.58
H 1.60 -4.41 -9.26
H 1.18 -2.76 -9.72
H 0.85 -3.96 -6.91
H -0.45 -3.74 -8.06
H -0.49 -1.93 -6.43
H -0.15 -1.30 -8.03
H 1.24 -0.21 -6.32
H 2.22 -1.02 -7.51
H 3.16 -1.37 -5.31
H 2.63 -2.91 -5.95
H 1.06 -1.22 -3.93
H 2.00 -2.66 -3.55
H 0.55 -2.79 -4.53
C -4.96 -2.16 4.15
C -5.33 -2.43 5.61
C -4.85 -3.79 6.12
C -5.44 -4.99 5.37
C -6.97 -5.04 5.34
C -7.60 -5.11 6.72
H -5.45 -2.86 3.48
H -5.27 -1.15 3.85
H -3.88 -2.24 4.00
H -6.41 -2.33 5.74
H -4.88 -1.65 6.24
H -5.09 -3.87 7.18
H -3.76 -3.83 6.04
H -5.06 -5.90 5.83
H -5.07 -5.00 4.34
H -7.27 -5.91 4.76
H -7.36 -4.17 4.80
H -7.22 -5.97 7.28
H -8.68 -5.20 6.66
H -7.38 -4.21 7.31
```

Summary:
Electronic energy ... -107681.5376 eV
SMILES ... CC(C)CB(Br)CCCCCN.CCCCCC.CCCCCC.CCCCCC.CCCCCC
Total charge ... 0
LUMO level ... 0.5 eV

Results of the Löwdin charge analysis, in e, for atoms 1 through 5:
1. C -0.099
2. C -0.437
3. C -0.076
4. C -0.161
5. B -0.759

***

The following is a quantum chemistry calculation of a single C18H21N3O2S2 molecule in a non-equilibrium geometry, from the OMol25 dataset.

```
46
Properties=species:S:1:pos:R:3
C -3.41 -1.19 0.73
N -4.07 0.01 0.47
S -3.53 0.98 -0.91
O -3.38 -0.02 -2.01
O -4.58 1.79 -1.23
C -2.20 1.43 -0.18
C -1.05 0.87 -0.53
C 0.23 1.45 -0.26
C 0.16 2.41 0.79
C -0.96 2.86 1.31
C -2.25 2.67 0.78
H -3.25 2.95 0.98
H -0.98 3.47 1.99
H 1.15 2.81 1.38
N 1.36 0.79 -0.72
C 2.53 1.05 -0.32
N 3.58 0.07 -0.83
C 4.89 0.51 -0.52
C 5.09 2.18 -0.54
H 5.75 2.46 0.31
H 5.04 2.56 -1.53
S 3.26 2.65 0.39
H 5.56 0.33 -1.37
H 5.19 0.13 0.50
C 3.17 -0.90 -1.65
C 2.19 -1.72 -0.58
C 2.30 -2.10 0.79
C 1.34 -2.33 1.53
C 0.04 -2.94 1.09
C -0.03 -2.79 -0.31
C 0.93 -2.06 -1.20
H 0.74 -2.06 -2.34
H -0.96 -3.03 -0.82
H -0.68 -3.48 1.57
H 1.42 -2.68 2.63
H 3.26 -1.39 1.29
H 2.83 -0.95 -2.60
H 4.08 -1.67 -1.16
H -0.98 0.30 -1.46
C -5.78 -0.06 0.58
H -5.89 -0.53 1.66
H -6.26 0.82 0.43
H -6.07 -1.02 -0.18
H -3.68 -2.05 -0.14
H -3.83 -1.59 1.53
H -2.25 -0.99 0.65
```

Summary:
Electronic energy ... -49228.0308 eV
SMILES ... CN(C)S(=O)(=O)c1cccc(/N=C2\SCCN2Cc2ccccc2)c1
Total charge ... 0
LUMO level ... -0.5 eV
Energy above the lowest of the compared OMol25 structures with the same formula, charge and spin ... 16.2652 eV

Results of the Löwdin charge analysis, in e, for atoms 1 through 5:
1. C -0.183
2. N -0.312
3. S 0.622
4. O -0.326
5. O -0.242

***

The following is a quantum chemistry calculation of a molecular structure, C18H19BFeN6 in a non-equilibrium geometry, from the OMol25 dataset.

```
45
Properties=species:S:1:pos:R:3
H -0.20 2.70 0.57
N 0.26 1.65 -1.20
B 0.91 0.90 -3.55
N 0.69 2.02 -2.48
C 0.70 3.36 -2.54
Fe -0.18 -0.08 -0.62
H 0.88 3.85 -3.48
C 0.40 3.88 -1.28
H 0.36 4.91 -0.98
C 0.11 2.78 -0.47
H 1.46 1.27 -4.53
C -1.92 -2.65 1.10
H -2.37 -2.91 2.06
H -1.03 -3.27 0.95
H -2.68 -2.91 0.36
N -0.53 0.31 -3.76
N 1.66 -0.27 -2.81
N -1.15 -0.16 -2.57
N 1.31 -0.68 -1.51
C -1.36 0.13 -4.81
C 2.62 -1.09 -3.26
H -1.10 0.43 -5.82
H 2.94 -1.00 -4.28
C -2.52 -0.49 -4.35
C 2.99 -1.97 -2.23
C -2.35 -0.62 -2.96
C 2.14 -1.69 -1.16
H -3.37 -0.78 -4.92
H 3.76 -2.71 -2.27
H -3.04 -1.02 -2.23
H 2.06 -2.16 -0.18
H -1.63 -1.57 1.06
C 0.06 -0.13 1.18
C 0.04 -0.12 2.44
C -0.02 -0.07 3.87
C -1.09 0.55 4.58
C -1.07 0.59 5.97
C 0.01 0.03 6.67
C 1.09 -0.56 5.99
C 1.06 -0.62 4.60
H -1.89 1.02 4.01
H -1.89 1.08 6.51
H 0.03 0.08 7.76
H 1.96 -0.96 6.52
H 1.89 -1.06 4.03
```

Summary:
2S+1 ... 5
Electronic energy ... -62977.1926 eV
Total charge ... 0
<S²> ... 6.029
LUMO level (alpha / beta) ... 0.7 / 0.4 eV

Results of the Löwdin charge analysis, in e, for atoms 1 through 5:
1. H 0.110
2. N -0.095
3. B -0.451
4. N 0.007
5. C -0.061

***

The following is a quantum chemistry calculation of 3 unconnected molecules or ions with the total composition C4H14NO3 in a non-equilibrium geometry, from the OMol25 dataset.

```
22
Properties=species:S:1:pos:R:3
C 0.48 0.37 -1.74
N 0.23 -0.91 -1.03
C 2.28 -0.77 0.28
C 0.76 -0.85 0.37
C 0.16 0.32 1.17
O -1.22 0.40 1.13
H 1.53 0.59 -2.00
H 0.18 1.33 -1.27
H -0.05 0.36 -2.72
H -0.74 -0.98 -1.29
H 2.61 -0.68 1.32
H 2.71 -1.65 -0.18
H 2.66 0.11 -0.27
H 0.45 -1.80 0.81
H 0.54 0.08 2.20
H 0.65 1.26 0.87
H -2.08 2.75 -0.23
H -1.68 1.77 0.84
O -1.93 2.79 0.72
H -3.24 -1.86 0.45
H -1.90 -0.95 0.55
O -2.41 -1.66 0.03
```

Summary:
Electronic energy ... -12008.0692 eV
Total charge ... -1
LUMO level ... 4.0 eV
Energy above the lowest of the compared OMol25 structures with the same formula, charge and spin ... 0.8270 eV

Results of the Löwdin charge analysis, in e, for atoms 1 through 5:
1. C -0.169
2. N -0.073
3. C -0.088
4. C -0.394
5. C -0.375

***

The following is a quantum chemistry calculation of 12 unconnected molecules or ions with the total composition C4H31O13 in a non-equilibrium geometry, from the OMol25 dataset.

```
48
Properties=species:S:1:pos:R:3
C -0.44 -2.57 0.89
C -0.95 -1.11 0.92
C 0.00 -0.18 1.63
O -0.52 0.55 2.76
C -0.71 -3.19 -0.53
O -0.13 -2.55 -1.67
H 0.65 -2.80 1.12
H -0.96 -3.18 1.61
H -1.93 -1.24 1.51
H -1.34 -0.76 -0.07
H 0.51 0.41 0.89
H 0.63 -0.84 2.25
H -0.90 1.37 2.42
H -0.27 -4.19 -0.61
H -1.80 -3.18 -0.76
H 4.09 -1.97 0.58
H 4.32 -1.70 2.05
O 4.61 -1.41 1.18
H -2.01 3.09 0.54
H -0.74 3.73 1.09
O -1.45 3.11 1.33
H -1.43 1.34 4.49
H -2.72 2.22 4.43
O -2.31 1.48 4.89
H 2.40 3.92 -1.49
H 1.04 3.15 -1.78
O 1.46 4.02 -1.66
H -0.96 2.45 -2.33
H -1.88 1.30 -2.63
O -1.92 2.27 -2.48
H -2.12 -0.12 -2.12
H -0.61 -1.69 -1.93
O -1.28 -0.35 -2.51
H -0.28 -0.25 -5.09
H -1.40 -0.77 -4.01
O -1.01 -0.86 -4.94
H 1.48 -1.33 -1.18
H 2.09 -1.42 -2.52
O 2.17 -0.90 -1.70
H -0.04 0.58 -2.17
H 1.39 1.07 -2.49
O 0.71 1.23 -1.82
H -2.20 -0.58 4.70
H -1.26 -1.75 4.02
O -1.97 -1.52 4.63
H 4.07 1.48 -0.59
H 2.56 1.52 -0.43
O 3.35 2.11 -0.41
```

Summary:
Electronic energy ... -31270.2489 eV
Total charge ... -1
LUMO level ... 2.6 eV
Energy above the lowest of the compared OMol25 structures with the same formula, charge and spin ... 0.7214 eV

Results of the Löwdin charge analysis, in e, for atoms 1 through 5:
1. C -0.187
2. C -0.181
3. C -0.233
4. O -0.106
5. C -0.263

***

The following is a quantum chemistry calculation of a molecular structure, C4H4LiO5 in a non-equilibrium geometry, from the OMol25 dataset.

```
14
Properties=species:S:1:pos:R:3
O -4.30 -1.20 -0.14
C -5.30 -1.49 0.32
Li -2.59 -0.33 -1.18
O -1.51 0.59 0.27
O 2.17 -0.93 -0.98
C 2.30 0.39 -0.51
C 1.54 0.68 0.81
O 0.49 -0.27 1.01
C -0.57 -0.24 0.20
H 3.34 0.68 -0.38
H 1.91 1.10 -1.24
H 1.16 1.70 0.81
H 2.24 0.59 1.65
O -0.88 -1.27 -0.63
```

Summary:
Electronic energy ... -14654.6381 eV
Total charge ... -1
LUMO level ... 1.9 eV
Energy above the lowest of the compared OMol25 structures with the same formula, charge and spin ... 3.9520 eV

Results of the Löwdin charge analysis, in e, for atoms 1 through 5:
1. O -0.012
2. C 0.063
3. Li 0.745
4. O -0.139
5. O -0.377